1.
The following is a quantum chemistry calculation of C52H48LiN2O4P2S2 as an isolated structure, from the Open Molecules 2025 dataset.

Structure (XYZ):
```
111
Properties=species:S:1:pos:R:3:forces:R:3
Li 14.8926 12.8891 12.0609 -0.20 0.18 -0.48
O 14.3972 14.0230 13.4461 -0.59 0.90 0.30
S 12.9729 14.5592 13.5290 -0.38 -0.97 0.58
C 12.6174 14.7258 15.3924 -0.21 0.75 0.27
C 11.4925 15.5388 15.6323 0.92 -1.24 -1.05
C 11.4669 16.6078 16.5143 -0.03 1.97 0.93
C 12.6596 16.9893 17.1259 -0.56 -1.90 -1.19
C 13.1239 18.2465 17.8248 -0.47 -0.59 -0.60
C 14.6378 17.9831 18.1053 -0.23 0.61 1.61
C 14.8429 16.5992 17.6339 1.18 -2.67 -0.70
C 15.9886 15.8030 17.5936 -0.56 2.92 0.66
C 15.9301 14.4910 17.2075 -1.21 -2.54 0.12
C 14.7653 13.8166 16.6837 0.22 3.16 -0.83
P 14.6349 12.0212 16.6841 0.64 -1.06 -0.57
C 16.4119 11.5883 16.3882 -1.47 0.88 1.09
C 16.9287 10.7282 17.3306 -0.05 -1.11 0.75
C 18.2076 10.1934 17.1544 -0.11 1.53 -0.77
C 18.9882 10.7071 16.0905 0.78 -1.69 -0.05
C 18.4379 11.5728 15.1243 1.32 0.37 0.40
C 17.1880 12.1127 15.3811 0.40 -0.75 -1.79
C 13.8705 11.3072 15.0352 -1.58 1.91 1.04
C 14.5255 10.3979 14.2782 0.66 -1.99 -0.43
C 12.9313 9.4624 12.5600 1.25 -1.97 0.14
C 11.7344 10.1849 12.9144 -1.34 1.45 3.27
C 11.5540 11.1000 13.9670 -0.60 -0.16 -2.38
C 12.4879 11.6407 14.8753 2.12 -0.38 -0.71
C 13.6808 14.7467 16.3958 0.50 0.27 -0.71
C 13.7169 16.0032 17.0540 -0.79 1.70 0.51
C 13.0196 16.3462 13.0847 1.43 0.06 0.51
C 14.2670 16.9036 13.2725 0.41 -0.66 -0.30
C 14.5493 18.2756 13.2445 0.55 0.29 0.13
C 13.5013 19.1289 13.2558 0.05 1.06 -0.47
C 13.3873 20.6496 13.4253 0.77 -0.01 -0.70
C 11.9003 20.8403 13.6897 -1.35 0.90 0.46
C 11.2224 19.5181 13.4118 -1.71 0.15 -0.20
C 9.8587 19.1467 13.5239 2.80 -1.32 -1.14
C 9.5263 17.8081 13.1373 1.27 -0.01 0.15
C 10.5310 16.8500 12.8129 -1.94 1.77 -0.48
P 9.9671 15.1879 12.3516 -0.50 -1.60 0.64
C 10.3104 14.9639 10.6086 1.25 0.26 -1.41
C 10.0822 15.9570 9.6355 -0.02 -1.18 1.34
C 10.3347 15.6855 8.2841 -0.63 2.77 -0.81
C 11.0072 14.5626 7.9032 0.79 -0.97 3.12
C 11.4482 13.6755 8.9362 -0.22 -0.09 -2.16
C 11.0479 13.8171 10.2193 -0.97 0.48 1.39
C 8.1032 14.8832 12.4138 0.94 1.38 0.59
C 7.3177 14.5892 11.2877 -0.38 0.04 0.63
C 6.0964 13.9718 11.5156 -0.80 -0.90 -0.05
C 5.6010 13.6415 12.7790 -0.02 0.60 0.01
C 6.2934 14.2005 13.8631 -0.39 -0.13 0.82
C 7.5506 14.8016 13.7206 -0.64 -0.55 -1.20
C 11.9218 17.2218 12.8442 -0.81 -0.39 1.35
C 12.2245 18.5954 13.0771 -1.53 -1.13 0.19
H 10.6581 15.4167 14.9598 -0.04 0.13 -0.20
H 10.5851 17.2809 16.4779 0.57 -0.58 0.27
H 12.4352 18.4246 18.6597 0.70 -0.03 0.36
H 12.9399 19.0834 17.1734 0.15 0.48 -0.41
H 14.7840 18.0330 19.2279 0.21 0.09 -1.24
H 15.3818 18.6520 17.6031 -0.91 -0.22 0.48
H 16.8797 16.3341 17.9236 0.35 -0.82 0.02
H 16.7762 13.8947 17.5173 0.20 -0.22 -0.45
H 16.2992 10.4560 18.2187 0.66 0.01 -1.07
H 18.5262 9.4398 17.8469 0.60 -0.08 0.13
H 20.0377 10.2942 15.9840 -1.40 0.61 -0.07
H 19.0228 11.8866 14.2057 -0.69 -0.39 1.41
H 16.8242 12.7954 14.6252 -0.52 0.20 0.23
H 15.2398 9.7097 14.7546 0.37 0.86 -0.15
H 12.8291 9.2813 11.4943 0.40 -0.05 -0.55
H 10.7935 9.8529 12.4724 0.30 0.37 -0.38
H 10.5704 11.6047 13.9417 0.44 -0.55 0.47
H 12.1391 12.4021 15.5558 -0.43 -0.16 0.28
H 15.1080 16.2541 13.4772 -0.07 -0.29 0.00
H 15.5699 18.6400 13.3036 -0.03 -0.18 0.18
H 13.6296 21.1499 12.4404 0.18 -0.48 1.15
H 14.0171 21.0613 14.2629 -0.46 -0.40 -1.07
H 11.4191 21.6908 13.1451 0.51 -0.69 0.29
H 11.7657 21.0650 14.7476 -0.14 0.13 0.14
H 9.1235 19.8402 13.8098 -0.86 0.75 0.35
H 8.4737 17.4842 13.1527 0.58 0.21 -0.12
H 9.7656 16.8739 10.1241 -0.40 0.37 -1.05
H 10.0983 16.4896 7.5064 0.28 -1.25 1.18
H 11.3754 14.4272 6.9444 0.27 -0.27 -1.81
H 12.0820 12.8324 8.6989 0.01 -0.04 -0.23
H 11.2903 13.0493 10.9560 0.09 0.28 -0.08
H 7.5023 14.8449 10.2394 0.73 -0.15 0.60
H 5.4924 13.6913 10.6627 0.03 0.01 -0.15
H 4.6421 13.0624 12.9034 1.22 0.88 -0.11
H 5.8054 14.1760 14.8498 0.47 -0.14 -0.39
H 8.0835 15.1935 14.5934 -0.11 -0.29 -0.35
C 11.9966 7.2333 12.6820 0.66 0.70 0.55
O 12.9941 8.1342 13.2215 -1.26 1.28 -0.67
C 14.3191 10.0743 12.8062 -0.20 0.33 -1.47
O 14.5064 11.1883 12.0113 -0.24 -1.27 1.10
N 15.3650 9.0537 12.4213 -0.70 0.00 4.61
N 15.7387 9.0319 11.1409 0.62 -0.26 -3.56
H 12.1149 6.3744 13.3318 -0.01 -0.58 -0.55
H 12.2310 7.0998 11.6040 -0.41 -0.38 0.64
H 10.9667 7.5870 12.8518 0.33 0.06 -0.30
H 15.3974 8.1448 12.9265 -0.26 1.23 -0.68
H 15.3205 9.8778 10.7391 0.35 -0.10 -0.15
H 15.4479 8.2030 10.5845 -0.21 0.62 0.67
C 16.6732 15.7256 9.7835 0.08 0.49 -1.14
S 16.1198 14.0743 9.3391 0.30 0.56 -0.09
C 17.6487 13.2452 9.8529 -0.11 -0.29 -0.79
O 14.9589 13.8124 10.2351 0.05 -0.76 0.99
H 15.7537 16.2799 10.0264 0.34 -0.06 -0.36
H 17.1321 16.0709 8.8095 -0.26 0.19 1.34
H 17.3517 15.7665 10.6461 -0.12 -0.13 -0.41
H 18.2510 13.7918 10.5444 -0.06 0.33 0.97
H 18.2736 13.2339 8.9528 -0.28 -0.40 -0.08
H 17.4084 12.2392 10.1891 0.10 -0.09 -0.08
```
Positions in Å, forces in eV/Å.

* relative energy (zero: lowest compared OMol25 entry of this formula, charge and spin): 4.696 eV
* electronic energy: -106312.8076 eV
* total charge: +1
* LUMO level (alpha / beta): -4.615 / -4.612 eV
* frontier orbital gap (alpha / beta): 4.45 / 4.44 eV

***

2.
The following is a quantum chemistry calculation of C52H49BiBrN5O4P2 as an isolated structure, from the Open Molecules 2025 dataset.

Structure (XYZ):
```
114
Properties=species:S:1:pos:R:3:forces:R:3
Bi 0.3347 0.1450 0.0208 -0.01 -0.34 0.81
N -1.6199 1.2065 1.1768 0.18 0.03 -0.18
C -2.3623 0.8708 2.3535 -0.26 -0.24 0.37
C -3.0993 1.8648 2.9855 0.00 0.10 -0.06
C -3.9599 1.5429 4.0157 0.04 0.08 0.00
C -4.0670 0.2273 4.4326 -0.06 -0.07 0.14
C -3.2928 -0.7506 3.8406 -0.09 0.15 -0.03
C -2.4341 -0.4454 2.7910 0.27 0.13 -0.12
P -1.4486 -1.7486 1.9456 -1.15 -0.28 0.47
C -2.8793 -2.6264 1.1858 0.23 -0.02 -0.04
C -2.7931 -3.9936 0.9347 -0.05 0.08 -0.09
C -3.8447 -4.6691 0.3457 -0.02 -0.13 0.03
C -4.9947 -3.9900 -0.0202 -0.04 -0.05 0.04
C -5.0697 -2.6224 0.1763 -0.18 0.03 -0.04
C -4.0184 -1.9450 0.7689 0.07 0.00 0.03
C -1.1574 -2.8181 3.4229 0.15 0.01 -0.13
C -0.0046 -2.5714 4.1626 -0.07 0.12 0.04
C 0.3189 -3.3571 5.2529 -0.02 -0.04 0.12
C -0.5082 -4.4012 5.6277 0.03 -0.02 0.09
C -1.6813 -4.6271 4.9281 -0.04 -0.14 0.09
C -2.0063 -3.8432 3.8351 -0.02 -0.01 -0.02
H -2.2262 1.0634 0.3639 0.04 0.35 0.37
H -1.3765 2.1952 1.1914 -0.28 -0.03 -0.15
H -3.0250 2.8871 2.6366 -0.01 0.07 -0.06
H -4.5612 2.3119 4.4775 0.00 0.08 0.06
H -4.7550 -0.0328 5.2232 -0.03 -0.04 0.09
H -3.3733 -1.7714 4.1790 0.00 -0.07 0.07
H -1.8992 -4.5331 1.2051 0.03 -0.10 0.00
H -3.7603 -5.7312 0.1690 0.00 -0.11 -0.02
H -5.8195 -4.5265 -0.4674 -0.08 0.00 -0.06
H -5.9536 -2.0817 -0.1316 -0.05 0.07 -0.04
H -4.0932 -0.8770 0.9277 -0.09 0.08 0.04
H 0.6257 -1.7442 3.8830 0.10 0.06 -0.04
H 1.2189 -3.1539 5.8158 0.09 0.05 0.03
H -0.2467 -5.0265 6.4689 -0.01 -0.05 0.09
H -2.3524 -5.4168 5.2375 -0.03 -0.06 -0.01
H -2.9296 -4.0449 3.3109 0.02 0.02 0.00
Br 3.8774 -0.4598 1.5944 0.44 0.15 0.14
C 2.8081 -2.0215 1.6896 0.16 -0.14 0.10
C 3.0639 -2.9479 2.6829 0.01 -0.08 -0.03
C 2.2837 -4.0968 2.6761 0.11 0.20 -0.19
C 1.3088 -4.2370 1.7043 0.10 0.00 -0.11
C 1.1280 -3.2187 0.7733 -0.02 -0.66 0.07
N 1.8994 -2.1366 0.7572 -0.13 0.23 0.12
C 0.0797 -3.3533 -0.3303 0.37 -0.01 -0.10
O -0.2673 -4.4800 -0.6397 -0.14 -0.54 0.03
O -0.3061 -2.2688 -0.8737 0.28 0.21 -0.23
H 3.8395 -2.7780 3.4154 -0.02 0.01 -0.01
H 2.4409 -4.8610 3.4234 -0.03 -0.04 0.03
H 0.6969 -5.1221 1.6436 -0.12 -0.04 -0.03
N 1.5067 2.0046 1.1656 -0.03 0.13 -0.39
C 1.1535 2.2353 2.5601 -0.31 -0.48 0.80
C 0.6450 0.9213 3.2490 0.43 0.79 -0.36
O 0.3361 0.9873 4.4201 -0.10 0.15 0.65
O 0.6133 -0.0898 2.4904 0.38 -0.26 -0.28
H 2.4455 1.6218 1.1102 0.06 0.12 -0.01
H 1.4529 2.8601 0.6234 0.13 -0.03 0.02
H 0.3505 2.9694 2.6355 0.03 0.06 -0.06
H 2.0021 2.6027 3.1448 -0.11 0.02 -0.05
C -3.0037 -2.9991 -2.5351 0.02 -0.06 0.09
C -4.0712 -2.0069 -2.8393 -0.06 0.08 -0.07
C -5.2928 -2.4543 -3.3304 -0.09 0.04 -0.10
C -6.2790 -1.5735 -3.7296 -0.03 -0.04 -0.03
C -6.0337 -0.2132 -3.6831 -0.08 0.12 -0.04
C -4.8284 0.2496 -3.1917 -0.06 0.02 -0.07
C -3.8549 -0.6283 -2.7232 -0.02 -0.02 0.37
P -2.2472 -0.0501 -2.0199 -0.61 0.57 -0.83
C -1.3882 -0.0177 -3.6612 0.16 -0.13 0.23
C -0.6118 -1.1627 -3.8427 -0.07 0.04 0.05
C 0.0504 -1.4105 -5.0263 0.06 -0.01 -0.21
C -0.0478 -0.4962 -6.0606 0.07 -0.01 0.04
C -0.8067 0.6459 -5.8857 -0.03 0.01 0.00
C -1.4894 0.9106 -4.7007 0.13 -0.03 -0.06
C -2.2411 2.2026 -4.6067 -0.10 0.02 0.06
C -2.5517 1.6992 -1.5362 -0.06 0.01 -0.07
C -3.7732 2.1732 -1.0539 0.07 -0.05 -0.04
C -3.8869 3.4456 -0.5174 -0.12 0.12 0.10
C -2.7701 4.2622 -0.4295 -0.06 -0.04 0.07
C -1.5363 3.7764 -0.8204 -0.01 0.01 -0.08
C -1.3919 2.4928 -1.3531 -0.44 0.04 -0.05
C -0.0783 1.9068 -1.5423 0.11 0.04 -0.17
H -3.4269 -3.9580 -2.2529 0.00 -0.06 0.01
H -2.3463 -2.6598 -1.7374 0.09 -0.13 0.04
H -2.3955 -3.1506 -3.4273 0.10 -0.06 -0.03
H -5.4647 -3.5181 -3.4081 0.01 -0.13 0.03
H -7.2274 -1.9388 -4.0949 -0.07 -0.08 -0.04
H -6.7778 0.4921 -4.0245 -0.05 0.04 -0.04
H -4.6567 1.3126 -3.1896 0.01 0.10 0.04
H -0.5381 -1.8581 -3.0236 0.03 -0.16 0.08
H 0.6364 -2.3109 -5.1448 0.05 -0.08 0.00
H 0.4785 -0.6623 -6.9891 0.00 -0.02 -0.11
H -0.8773 1.3639 -6.6904 -0.01 0.10 -0.10
H -1.5388 3.0372 -4.5804 -0.01 0.09 0.02
H -2.8436 2.2505 -3.7080 -0.05 0.12 -0.13
H -2.8874 2.3326 -5.4731 -0.03 0.03 -0.07
H -4.6425 1.5318 -1.0594 -0.05 -0.02 -0.06
H -4.8421 3.7957 -0.1531 -0.07 -0.01 0.00
H -2.8575 5.2609 -0.0247 0.00 0.06 0.02
H -0.6548 4.3931 -0.7019 0.10 0.07 -0.03
H 0.7115 2.6465 -1.4598 0.17 0.06 -0.01
H 0.0375 1.3574 -2.4698 0.12 0.07 -0.16
N 2.0155 -1.7347 -2.2185 0.03 -0.13 -0.02
C 2.7271 -0.6122 -2.2840 0.56 0.08 -0.27
C 3.7763 -0.5015 -3.2290 0.12 0.10 -0.06
C 4.5075 0.6508 -3.3008 -0.25 -0.18 0.07
C 4.2004 1.6906 -2.4201 -0.03 0.20 0.15
C 3.1734 1.5067 -1.5300 0.40 0.16 -0.33
N 2.4403 0.3948 -1.4464 -0.11 -0.28 -0.07
H 2.2230 -2.4895 -2.8452 -0.07 0.00 -0.04
H 1.1929 -1.8105 -1.6224 -0.03 -0.36 -0.11
H 3.9669 -1.3402 -3.8820 0.03 -0.03 -0.08
H 5.2954 0.7714 -4.0307 0.05 -0.08 -0.02
H 4.7454 2.6183 -2.4425 0.05 0.14 0.05
H 2.9185 2.2997 -0.8479 -0.03 0.17 0.08
```
Positions in Å, forces in eV/Å.

* relative energy (zero: lowest compared OMol25 entry of this formula, charge and spin): 1.994 eV
* electronic energy: -164821.6067 eV
* LUMO level: 0.248 eV
* frontier orbital gap: 7.56 eV